Entry 1:
Here is a 2-piece molecular cluster, C7H12O3P overall in a non-equilibrium geometry from the OMol25 dataset. Energies are from ωB97M-V with the def2-TZVPD basis set.

Atoms and positions in Å:
C 2.602 0.648 -0.241
C -2.458 0.063 0.503
C -1.982 1.368 -0.127
C -1.196 -0.927 0.579
C -0.611 1.083 -0.810
C -0.345 -0.455 -0.589
C 1.676 -0.551 0.228
O 3.474 0.319 -0.988
O 2.410 1.710 0.375
O 1.216 -0.322 1.521
P 2.339 -2.140 0.150
H -2.629 0.431 1.551
H -3.429 -0.406 0.136
H -2.740 1.825 -0.871
H -1.875 2.181 0.592
H -0.678 -0.795 1.551
H -1.548 -1.969 0.392
H -0.707 1.276 -1.878
H 0.308 1.567 -0.479
H -0.298 -1.082 -1.473
H 1.462 0.636 1.685
H 1.646 -2.405 -0.987
H 3.364 -2.055 -0.820

- LUMO energy (hartree) = 0.133
- total charge = -1
- E_tot (eV) = -22883.18474
- ΔE to the lowest compared entry with this formula, charge and spin (eV) = 4.5404
- highest occupied orbital energy (eV) = -4.13

Atomic partial charges in e from the natural (NBO) method, atoms 1 to 6: C 0.72; C -0.42; C -0.41; C -0.48; C -0.48; C -0.15

=====

Entry 2:
Here is a 2-piece molecular cluster, C7H12Se overall in a non-equilibrium geometry from the OMol25 dataset. Energies are from ωB97M-V with the def2-TZVPD basis set.

Atoms and positions in Å:
C -0.929 -0.928 2.309
C -0.756 0.185 1.612
Se 1.165 0.434 1.244
C 1.376 -1.494 1.779
C 0.280 -1.721 2.784
H -1.862 -1.343 2.602
H -1.481 0.891 1.151
H 2.371 -1.626 2.070
H 1.103 -1.915 0.874
H 0.100 -2.729 2.729
H 0.408 -1.407 3.776
C -0.739 0.044 -2.397
C -0.665 1.317 -2.224
C 0.430 2.164 -2.767
H -0.049 -0.640 -2.941
H -1.704 -0.574 -2.136
H -1.367 2.020 -1.705
H 0.768 1.986 -3.876
H 1.335 2.049 -2.112
H 0.215 3.287 -2.773

- SMILES = C1=C[Se]CC1.C=CC
- LUMO energy (hartree) = 0.030
- E_tot (eV) = -72797.04712
- ΔE to the lowest compared entry with this formula, charge and spin (eV) = 1.2805
- highest occupied orbital energy (eV) = -7.85

Atomic partial charges in e from the natural (NBO) method, atoms 1 to 6: C -0.22; C -0.35; Se 0.20; C -0.48; C -0.45; H 0.21

=====

Entry 3:
Here is C7H13BCdN4 as an isolated structure in a non-equilibrium geometry from the OMol25 dataset. Energies are from ωB97M-V with the def2-TZVPD basis set.

Atoms and positions in Å:
Cd 0.348 -1.753 -1.042
C -2.475 -0.216 -3.543
H -1.465 -0.355 -3.940
H -3.002 -1.188 -3.507
H -2.416 0.210 -2.533
H -2.910 0.682 -4.069
H -3.723 0.211 -4.809
B 2.130 -0.540 2.039
N 2.074 0.442 0.771
C 2.370 1.759 0.744
C 2.089 2.245 -0.522
C 1.603 1.171 -1.277
N 1.623 0.053 -0.485
N 0.561 -0.897 2.125
C -0.279 -0.566 3.115
C -1.575 -0.903 2.753
C -1.474 -1.514 1.497
N -0.172 -1.537 1.125
H 2.407 0.122 3.043
H 2.777 -1.495 1.847
H 2.719 2.300 1.624
H 2.224 3.264 -0.871
H 1.229 1.204 -2.278
H 0.074 -0.086 4.029
H -2.472 -0.735 3.313
H -2.267 -1.876 0.853

- LUMO energy (alpha / beta) (hartree) = -0.055 / 0.007
- E_tot (eV) = -18666.41196
- ΔE to the lowest compared entry with this formula, charge and spin (eV) = 3.3583
- highest occupied orbital energy (alpha / beta) (eV) = -7.97 / -7.87

Atomic partial charges in e from the natural (NBO) method, atoms 1 to 6: Cd 0.90; C -0.85; H 0.22; H 0.24; H 0.22; H 0.22

=====

Entry 4:
Here is a 2-piece molecular cluster, C7H13N overall in a non-equilibrium geometry from the OMol25 dataset. Energies are from ωB97M-V with the def2-TZVPD basis set.

Atoms and positions in Å:
C 0.125 -1.374 0.680
C 1.825 0.307 0.952
C -0.834 1.103 -1.624
C -1.211 -1.869 1.105
C -1.625 1.736 -0.488
N 0.666 -0.299 1.227
C 2.696 -0.151 -0.028
C 3.453 -0.546 -0.882
H 0.116 0.138 1.963
H 0.665 -1.862 -0.111
H 2.087 1.173 1.536
H 0.161 0.824 -1.293
H -1.341 0.214 -1.992
H -0.732 1.802 -2.450
H -1.571 -1.318 1.974
H -1.948 -1.764 0.304
H -1.169 -2.927 1.366
H -2.590 2.087 -0.847
H -1.801 1.013 0.308
H -1.087 2.586 -0.073
H 4.116 -0.875 -1.625

- LUMO energy (hartree) = 0.030
- E_tot (eV) = -8956.26455
- ΔE to the lowest compared entry with this formula, charge and spin (eV) = 3.6683
- highest occupied orbital energy (eV) = -6.54

Atomic partial charges in e from the natural (NBO) method, atoms 1 to 6: C -0.07; C -0.29; C -0.61; C -0.65; C -0.60; N -0.36

=====

Entry 5:
Here is an isolated molecule of C7H13N in a non-equilibrium geometry from the OMol25 dataset. Energies are from ωB97M-V with the def2-TZVPD basis set.

Atoms and positions in Å:
C -1.139 -2.127 -1.810
C -1.144 -1.357 -0.735
C -0.022 -0.571 -0.196
N 1.231 -0.871 -0.787
C -0.152 0.342 0.764
C -1.450 0.650 1.515
C 0.955 1.303 1.114
C 1.389 2.271 0.014
H -0.314 -2.346 -2.481
H -2.023 -2.689 -2.092
H -2.107 -1.260 -0.251
H 2.046 -0.668 -0.253
H 1.278 -1.852 -1.056
H -1.369 1.671 1.862
H -1.629 -0.067 2.314
H -2.318 0.539 0.861
H 1.834 0.645 1.342
H 0.917 1.757 2.104
H 2.457 2.467 -0.106
H 1.173 1.785 -0.941
H 0.891 3.231 0.135

- SMILES = C=C/C(N)=C(\C)CC
- LUMO energy (hartree) = 0.038
- E_tot (eV) = -8958.60550
- ΔE to the lowest compared entry with this formula, charge and spin (eV) = 1.3273
- highest occupied orbital energy (eV) = -7.76

Atomic partial charges in e from the natural (NBO) method, atoms 1 to 6: C -0.39; C -0.21; C 0.11; N -0.83; C -0.02; C -0.63

=====

Entry 6:
Here is an isolated molecule of C7H13N in a non-equilibrium geometry from the OMol25 dataset. Energies are from ωB97M-V with the def2-TZVPD basis set.

Atoms and positions in Å:
C -1.165 -1.768 2.023
C -0.383 -1.005 1.017
N 0.535 -0.203 1.322
C 1.167 0.403 0.193
C 1.241 1.913 0.375
C 0.347 -0.130 -1.125
C -0.378 0.973 -1.883
C -0.608 -1.155 -0.538
H -2.230 -1.534 1.924
H -0.827 -1.513 3.029
H -1.036 -2.844 1.856
H 2.190 0.009 0.143
H 1.812 2.372 -0.434
H 1.743 2.126 1.320
H 0.244 2.350 0.411
H 1.076 -0.599 -1.789
H -1.143 1.441 -1.264
H 0.316 1.742 -2.216
H -0.864 0.555 -2.767
H -1.656 -0.953 -0.770
H -0.380 -2.180 -0.825

- SMILES = CC1=N[C@H](C)[C@H](C)C1
- LUMO energy (hartree) = 0.039
- E_tot (eV) = -8959.93281
- ΔE to the lowest compared entry with this formula, charge and spin (eV) = 0.0000
- highest occupied orbital energy (eV) = -9.32

Atomic partial charges in e from the natural (NBO) method, atoms 1 to 6: C -0.66; C 0.32; N -0.43; C -0.06; C -0.61; C -0.23

=====

Entry 7:
Here is an isolated molecule of C7H13N in a non-equilibrium geometry from the OMol25 dataset. Energies are from ωB97M-V with the def2-TZVPD basis set.

Atoms and positions in Å:
C 1.233 -3.193 -2.144
C 1.138 -2.438 -1.018
C 0.118 -1.415 -0.903
C -0.277 -0.804 0.249
C -1.222 0.358 0.301
C -0.373 1.691 0.515
C 0.530 1.470 1.859
N -1.291 2.870 0.545
H 0.596 -2.946 -3.071
H 2.027 -4.060 -2.219
H 1.616 -2.711 -0.052
H -0.066 -0.980 -1.816
H -0.009 -1.309 1.229
H -1.702 0.421 -0.737
H -1.903 0.320 1.136
H 0.308 1.721 -0.421
H 0.993 0.522 1.539
H 0.020 1.277 2.863
H 1.150 2.469 1.847
H -2.035 2.836 -0.083
H -0.851 3.902 0.382

- SMILES = C=C/C=C/C[C@H](C)N
- LUMO energy (hartree) = 0.034
- E_tot (eV) = -8957.02447
- ΔE to the lowest compared entry with this formula, charge and spin (eV) = 2.9083
- highest occupied orbital energy (eV) = -8.52

Atomic partial charges in e from the natural (NBO) method, atoms 1 to 6: C -0.39; C -0.22; C -0.24; C -0.16; C -0.46; C 0.00

=====

Entry 8:
Here is an isolated ion of composition C7H13N2 and charge +1 in a non-equilibrium geometry from the OMol25 dataset. Energies are from ωB97M-V with the def2-TZVPD basis set.

Atoms and positions in Å:
C -1.557 -1.760 0.439
C -0.255 -1.393 0.170
C -2.435 -0.757 0.183
C 2.418 -0.635 -1.018
C 2.096 0.906 1.104
C -2.678 1.682 -0.221
C 1.492 0.361 -0.269
N 0.236 -0.291 0.011
N -2.180 0.405 -0.368
H -1.861 -2.773 0.557
H 0.431 -2.238 0.042
H -3.424 -0.965 0.405
H 2.618 -1.666 -0.372
H 3.414 -0.152 -1.129
H 1.930 -1.032 -1.954
H 2.719 1.829 0.957
H 2.835 0.067 1.549
H 1.211 1.192 1.748
H -3.668 1.590 -0.906
H -2.930 1.985 0.817
H -1.900 2.444 -0.755
H 1.489 1.201 -0.989

- LUMO energy (alpha / beta) (hartree) = -0.249 / -0.254
- total charge = +1
- E_tot (eV) = -10437.70778
- ΔE to the lowest compared entry with this formula, charge and spin (eV) = 6.4899
- highest occupied orbital energy (alpha / beta) (eV) = -13.46 / -13.38

Atomic partial charges in e from the natural (NBO) method, atoms 1 to 6: C -0.20; C 0.08; C 0.03; C -0.62; C -0.62; C -0.47

=====

Entry 9:
Here is an isolated ion of composition C7H13N2 and charge +1 in a non-equilibrium geometry from the OMol25 dataset. Energies are from ωB97M-V with the def2-TZVPD basis set.

Atoms and positions in Å:
C -2.341 -1.117 0.219
C -1.400 0.057 -0.017
N -0.559 0.139 -1.020
C -0.136 1.529 -0.712
C 1.209 1.597 -0.019
C 1.827 0.451 0.510
C 1.377 -0.969 0.602
N 1.441 -1.491 -0.815
C -1.270 1.453 0.354
H -2.990 -1.355 -0.549
H -2.887 -1.058 1.186
H -1.577 -1.760 0.472
H 0.204 -0.559 -1.353
H -0.198 2.314 -1.449
H 1.575 2.591 0.245
H 2.840 0.744 0.940
H 2.141 -1.620 1.118
H 0.357 -1.001 1.063
H 1.246 -2.430 -1.013
H 2.376 -1.301 -1.140
H -1.058 1.838 1.364
H -2.178 1.949 0.015

- SMILES = CC1=[NH+][C@H](/C=C\CN)C1
- LUMO energy (hartree) = -0.150
- total charge = +1
- E_tot (eV) = -10440.68603
- ΔE to the lowest compared entry with this formula, charge and spin (eV) = 3.5116
- highest occupied orbital energy (eV) = -13.41

Atomic partial charges in e from the natural (NBO) method, atoms 1 to 6: C -0.68; C 0.49; N -0.47; C -0.09; C -0.18; C -0.22

=====

Entry 10:
Here is a 2-piece molecular cluster, C7H13N2O overall in a non-equilibrium geometry from the OMol25 dataset. Energies are from ωB97M-V with the def2-TZVPD basis set.

Atoms and positions in Å:
C -2.011 0.807 -0.194
C -2.684 -1.187 0.097
C -2.516 0.695 1.057
C 2.171 1.085 0.853
C 0.935 1.319 -1.324
C 1.288 -1.783 -0.463
C 1.166 0.711 -0.176
N -2.081 -0.435 -0.780
N 0.538 -0.614 0.050
O -2.963 -0.559 1.230
H -1.609 1.656 -0.703
H -2.955 -2.216 -0.027
H 2.678 1.999 0.559
H 1.715 1.243 1.830
H 2.924 0.302 0.951
H 0.256 0.924 -2.062
H -2.657 1.405 1.849
H 1.415 2.248 -1.569
H 0.757 -2.694 -0.193
H 1.354 -1.724 -1.547
H 2.292 -1.822 -0.046
H -0.395 -0.621 -0.447
H 0.383 -0.739 1.055

- LUMO energy (hartree) = -0.108
- total charge = +1
- E_tot (eV) = -12489.82826
- ΔE to the lowest compared entry with this formula, charge and spin (eV) = 2.2096
- highest occupied orbital energy (eV) = -13.55

Atomic partial charges in e from the natural (NBO) method, atoms 1 to 6: C -0.14; C 0.34; C 0.06; C -0.67; C -0.37; C -0.42

=====

Entry 11:
Here is an isolated ion of composition C7H13N2O and charge +1 in a non-equilibrium geometry from the OMol25 dataset. Energies are from ωB97M-V with the def2-TZVPD basis set.

Atoms and positions in Å:
C -0.615 0.632 -0.262
C 1.735 -0.528 -0.154
C -1.357 1.727 -0.133
C 1.628 0.800 -0.657
C -0.677 -0.796 0.007
C 2.409 1.912 -0.120
C -1.608 -1.562 -0.824
N 0.620 -1.243 0.043
N -1.331 -1.046 1.554
O 2.813 -0.979 0.109
H -2.493 1.732 0.147
H -1.055 2.778 -0.354
H 1.445 0.771 -1.716
H 2.872 2.489 -0.972
H 3.111 1.611 0.576
H 1.714 2.623 0.456
H -1.306 -2.566 -0.534
H -1.454 -1.406 -1.918
H -2.803 -1.383 -0.615
H 0.796 -2.176 -0.074
H -0.500 -1.174 2.123
H -1.943 -1.884 1.584
H -1.999 -0.330 1.735

- LUMO energy (hartree) = -0.133
- total charge = +1
- E_tot (eV) = -12486.96463
- ΔE to the lowest compared entry with this formula, charge and spin (eV) = 5.0733
- highest occupied orbital energy (eV) = -12.68

Atomic partial charges in e from the natural (NBO) method, atoms 1 to 6: C -0.06; C 0.60; C -0.40; C -0.09; C 0.25; C -0.67

=====

Entry 12:
Here is an isolated ion of composition C7H13N2O2S and charge +1 in a non-equilibrium geometry from the OMol25 dataset. Energies are from ωB97M-V with the def2-TZVPD basis set.

Atoms and positions in Å:
C 2.375 0.503 -2.589
N 1.136 0.718 -1.892
C 0.636 1.919 -1.493
C -0.559 1.680 -0.890
N -0.771 0.334 -0.934
C -1.865 -0.369 -0.342
C -1.751 -0.246 1.327
S -0.032 -0.799 1.650
C 0.013 -1.355 3.360
O 0.215 -1.907 0.766
O 0.798 0.360 1.450
C 0.274 -0.227 -1.537
H 2.881 1.455 -2.739
H 3.023 -0.157 -2.013
H 2.188 0.048 -3.563
H 1.153 2.843 -1.652
H -1.251 2.363 -0.443
H -2.818 0.063 -0.647
H -1.805 -1.426 -0.585
H -2.476 -0.909 1.776
H -1.865 0.782 1.642
H 1.037 -1.622 3.597
H -0.321 -0.547 3.997
H -0.626 -2.225 3.438
H 0.411 -1.281 -1.684

- SMILES = Cn1cc[n+](CCS(C)(=O)=O)c1
- LUMO energy (hartree) = -0.098
- total charge = +1
- E_tot (eV) = -25373.65942
- ΔE to the lowest compared entry with this formula, charge and spin (eV) = 0.0000
- highest occupied orbital energy (eV) = -13.73

Atomic partial charges in e from the natural (NBO) method, atoms 1 to 6: C -0.42; N -0.28; C -0.02; C -0.04; N -0.30; C -0.21

=====

Question: What is the E_tot in the tenth record?
Answer: -12489.82826 eV